Entry 1:
A molecular structure, C2H4N2O2 at a distorted geometry. Source: OMol25; level of theory: ωB97M-V/def2-TZVPD.

Calculated values
- ΔE to the lowest compared entry with this formula, charge and spin (eV) = 1.7802
- max |F| (eV/Å) = 2.98
- HOMO-LUMO gap (eV) = 11.227
- E (eV) = -9213.443

Cartesian coordinates (Å):
C: -0.27442 -0.83110 -0.07507
N: -0.90452 -1.78377 0.63792
C: 0.33408 1.44138 0.48460
O: 0.63868 2.55541 0.69917
N: -0.14681 0.34786 0.67996
O: 0.13513 -0.95015 -1.20064
H: 1.34158 2.14119 -1.40108
H: -1.21971 -1.60848 1.57511
H: -1.06170 -2.68109 0.21319
H: 1.15769 1.36875 -1.61316

---

Entry 2:
2 unconnected molecules or ions with the total composition C2H4N2O2 at a distorted geometry. Source: OMol25; level of theory: ωB97M-V/def2-TZVPD.

Calculated values
- ΔE to the lowest compared entry with this formula, charge and spin (eV) = 6.4391
- max |F| (eV/Å) = 3.19
- HOMO-LUMO gap (eV) = 8.292
- E (eV) = -9208.784

Cartesian coordinates (Å):
O: -1.10303 0.18861 -0.78805
N: -1.96829 0.67499 -0.11749
O: -2.24468 0.45978 1.06415
H: -2.62306 1.54116 -0.51546
C: 1.77105 -1.03277 -0.62222
C: 1.14256 -0.28967 0.29119
N: 0.76506 0.64962 0.93069
H: 1.37852 -1.53900 -1.47200
H: 2.80813 -1.24946 -0.47636
H: 0.07374 0.59675 1.70554